P) Formula: H2N2O3
Source: the OMol25 dataset
Level of theory: ωB97M-V with the def2-TZVPD basis set

As for the LUMO energy: 0.2 eV. The value obtained for the highest occupied orbital energy is -10.143 eV. The frontier orbital gap is 10.3 eV. The SMILES is O=NNOO.

The geometry in ORCA input format:
```
! RIJCOSX wB97M-V def2-TZVPD def2/J DEFGRID3
* xyz 0 1
O -1.7535 -0.4156 -1.6187
N -1.0867 0.3064 -0.9356
N -0.5806 -0.2417 0.1806
O 0.1918 0.5426 0.9062
O 1.5897 0.2072 0.7423
H -0.4082 -1.1593 0.5716
H 2.0475 0.7604 0.1537
*
```

Löwdin population analysis, charges in e, atoms 1 to 6: -0.014, -0.053, -0.067, -0.104, 0.009, 0.169

Q) Formula: H2N2O3
Source: the OMol25 dataset
Level of theory: ωB97M-V with the def2-TZVPD basis set

As for the LUMO energy: 1.0 eV. The value obtained for the highest occupied orbital energy is -9.492 eV. The frontier orbital gap is 10.5 eV. The SMILES is N#[N+][O-].OO.

The geometry in ORCA input format:
```
! RIJCOSX wB97M-V def2-TZVPD def2/J DEFGRID3
* xyz 0 1
N -0.0095 -1.0602 -1.0589
N 0.0006 -0.6651 -2.1106
O -0.0291 -0.2402 -3.1664
O -0.5178 0.5764 2.0224
O 0.4896 0.5447 1.0404
H -0.1159 0.9020 2.9533
H 0.1821 -0.0575 0.3198
*
```

Löwdin population analysis, charges in e, atoms 1 to 6: 0.250, -0.269, 0.163, -0.151, -0.150, 0.162

The most stable arrangement is Q), and the next structure is 0.0609 hartree less stable.

P) Formula: C3H11N3O
Source: the OMol25 dataset
Level of theory: ωB97M-V with the def2-TZVPD basis set

As for the LUMO energy: 1.0 eV. The value obtained for the highest occupied orbital energy is -9.134 eV. The frontier orbital gap is 10.2 eV. The SMILES is NC=O.NCCN.

The geometry in ORCA input format:
```
! RIJCOSX wB97M-V def2-TZVPD def2/J DEFGRID3
* xyz 0 1
N -1.2482 0.3407 -2.9124
C -0.5170 1.1638 -2.1140
O -0.9764 2.0799 -1.4823
H -2.2387 0.4817 -2.9018
H -0.9164 -0.5815 -3.1309
H 0.5589 0.9423 -2.1331
N 0.9982 1.3274 1.8298
C 1.0028 0.1225 1.0167
C -0.1842 -0.7747 1.3312
N -0.2425 -1.8874 0.3860
H 1.7682 1.9283 1.5949
H 1.0708 1.1137 2.8176
H 1.9116 -0.5003 1.0398
H 0.9066 0.4636 -0.0115
H -0.1314 -1.1271 2.3691
H -1.0800 -0.1609 1.2442
H 0.4561 -2.5833 0.6101
H -1.1383 -2.3490 0.4467
*
```

Löwdin population analysis, charges in e, atoms 1 to 6: 0.118, -0.447, 0.017, 0.095, 0.090, 0.118

Q) Formula: C3H11N3O
Source: the OMol25 dataset
Level of theory: ωB97M-V with the def2-TZVPD basis set

As for the LUMO energy: -3.4 eV. The value obtained for the highest occupied orbital energy is -8.944 eV. The frontier orbital gap is 5.6 eV.

The geometry in ORCA input format:
```
! RIJCOSX wB97M-V def2-TZVPD def2/J DEFGRID3
* xyz 0 1
C 1.6418 -1.1998 -0.1725
C 0.4360 -0.8429 0.6244
N 0.6087 0.2196 1.4602
C -0.5085 0.8932 1.7803
N -0.2009 1.5940 -1.3041
N -1.6653 0.6652 1.2587
H 1.6278 -0.3804 -0.9056
H 2.6424 -1.1979 0.2728
H 1.4931 -2.1478 -0.6661
H -0.3776 -0.4869 -0.1453
H -0.0516 -1.7053 1.1071
H -0.6810 1.9446 -0.4946
H -0.1781 2.2656 -2.0519
H -0.5188 0.6319 -1.5790
H -0.3877 1.5962 2.5988
H -1.1199 -1.7137 -1.8705
H -2.3771 0.9462 1.9297
O -0.3834 -1.0817 -1.8424
*
```

Löwdin population analysis, charges in e, atoms 1 to 6: -0.097, -0.333, 0.136, -0.313, 0.037, 0.142

The most stable arrangement is P), and the next structure is 0.2308 hartree less stable.

P) Formula: C3H11N3O
Source: the OMol25 dataset
Level of theory: ωB97M-V with the def2-TZVPD basis set

As for the LUMO energy: 1.1 eV. The value obtained for the highest occupied orbital energy is -8.896 eV. The frontier orbital gap is 10.0 eV. The SMILES is C[C@H](ON)N(C)N.

The geometry in ORCA input format:
```
! RIJCOSX wB97M-V def2-TZVPD def2/J DEFGRID3
* xyz 0 1
C 0.2935 -1.3667 0.6014
C 0.2892 -0.1085 -0.2564
O 1.4419 0.8277 0.3058
N 2.6321 0.5846 -0.4315
N -0.8049 0.7902 -0.2425
C -1.9131 -0.1636 -0.9819
N -1.2091 1.2373 0.9899
H 1.2946 -1.5552 0.9817
H -0.0089 -2.2254 0.0073
H -0.3671 -1.3231 1.4669
H 0.5998 -0.2866 -1.2899
H 2.8563 1.4443 -0.9333
H 3.3736 0.4356 0.2510
H -1.5587 -0.7830 -1.8018
H -2.4331 -0.7704 -0.2349
H -2.5954 0.5745 -1.3944
H -0.7584 2.1178 1.2034
H -1.1322 0.5706 1.7593
*
```

Löwdin population analysis, charges in e, atoms 1 to 6: -0.038, -0.370, -0.226, -0.011, -0.216, -0.015

Q) Formula: C3H11N3O
Source: the OMol25 dataset
Level of theory: ωB97M-V with the def2-TZVPD basis set

As for the LUMO energy: 0.9 eV. The value obtained for the highest occupied orbital energy is -7.506 eV. The frontier orbital gap is 8.4 eV.

The geometry in ORCA input format:
```
! RIJCOSX wB97M-V def2-TZVPD def2/J DEFGRID3
* xyz 0 1
C 1.6048 -0.1800 -0.0529
C -0.7972 0.1733 -1.8884
N 0.2012 -0.5172 0.1395
N -0.0636 -1.8531 0.5021
H -1.0612 -1.9478 0.6801
H 0.1532 -2.4301 -0.3085
H 2.1961 -0.5071 0.8066
H 1.9674 -0.6694 -0.9614
H -1.7991 -0.2159 -1.7329
H -0.1288 -0.6093 -2.2512
H -0.7981 0.9743 -2.6210
H 1.7142 0.8969 -0.1849
C -0.4636 1.1311 1.7455
N -0.7971 0.4449 0.4936
O -0.7063 1.3810 -0.5562
H -1.2903 1.8054 1.9719
H 0.4510 1.7300 1.6702
H -0.3825 0.3928 2.5480
*
```

Löwdin population analysis, charges in e, atoms 1 to 6: -0.072, 0.074, -0.369, 0.064, 0.079, 0.067

R) Formula: C3H11N3O
Source: the OMol25 dataset
Level of theory: ωB97M-V with the def2-TZVPD basis set

As for the LUMO energy (alpha / beta): 0.5 / 0.5 eV. The value obtained for the highest occupied orbital energy (alpha / beta) is -7.375 / -7.376 eV. The frontier orbital gap (alpha / beta) is 7.9 / 7.9 eV.

The geometry in ORCA input format:
```
! RIJCOSX wB97M-V def2-TZVPD def2/J DEFGRID3
* xyz 0 1
C -0.4143 1.0304 -0.3135
C 0.7545 -1.7009 0.2066
C 0.4005 1.1519 -1.5913
N -1.5081 -1.3028 0.7295
N -0.5201 -2.0659 0.2310
N 0.3070 1.3239 0.9254
O -1.1681 -0.8572 2.0291
H -0.5998 -0.0608 1.9117
H -1.1235 -0.0616 -0.0307
H -0.8695 -2.6271 -0.5389
H -1.2717 1.7074 -0.3587
H 1.2621 0.9853 0.8585
H 0.3382 2.3173 1.1282
H 1.4163 -2.2022 -0.4805
H 1.1566 -1.1889 1.0635
H 1.2426 0.4587 -1.5896
H 0.8105 2.1609 -1.7130
H -0.2131 0.9317 -2.4673
*
```

Löwdin population analysis, charges in e, atoms 1 to 6: -0.345, 0.009, -0.122, -0.146, -0.092, -0.038

S) Formula: C3H11N3O
Source: the OMol25 dataset
Level of theory: ωB97M-V with the def2-TZVPD basis set

As for the LUMO energy: 0.9 eV. The value obtained for the highest occupied orbital energy is -7.999 eV. The frontier orbital gap is 8.9 eV. The SMILES is C[C@H](CO)N(N)N.

The geometry in ORCA input format:
```
! RIJCOSX wB97M-V def2-TZVPD def2/J DEFGRID3
* xyz 0 1
C 0.0103 1.4124 -0.6155
C 0.6407 0.1546 -0.0158
C 0.7914 -1.0356 -1.1675
O -0.2512 -1.0239 -2.1263
N -0.0341 -0.4801 1.1034
N -1.3918 -0.6964 0.9185
N 0.1467 0.5913 2.2260
H -1.0240 1.2479 -0.9349
H 0.0126 2.2278 0.1129
H 0.5794 1.7347 -1.4932
H 1.6749 0.3563 0.2782
H 1.7500 -0.8756 -1.6714
H 0.8178 -2.0260 -0.7056
H -0.0659 -0.2984 -2.7471
H -1.7003 -0.7152 -0.0565
H -1.6853 -1.5634 1.3643
H 0.5267 0.1111 3.0416
H -0.7978 0.8786 2.4891
*
```

Löwdin population analysis, charges in e, atoms 1 to 6: -0.074, -0.349, -0.195, -0.098, -0.241, 0.018

The most stable arrangement is S), and the next structure is 0.0492 hartree less stable.

P) Formula: C4H15N2O
Source: the OMol25 dataset
Level of theory: ωB97M-V with the def2-TZVPD basis set

As for the LUMO energy (alpha / beta): -6.6 / -12.4 eV. The value obtained for the highest occupied orbital energy (alpha / beta) is -19.429 / -19.428 eV. The frontier orbital gap (alpha / beta) is 12.8 / 7.1 eV. Its expectation value of S² is 0.754.

The geometry in ORCA input format:
```
! RIJCOSX wB97M-V def2-TZVPD def2/J DEFGRID3
* xyz 2 2
C 0.9648 0.1559 1.2348
C 1.5844 -0.3408 -0.0581
C 0.6452 -0.7161 -1.2712
C -0.4433 0.3699 -1.6212
N 0.1890 1.5950 -2.0012
N 0.0982 -0.9543 1.8197
H 0.2747 0.9768 1.0476
H 1.7385 0.3144 1.9655
H 2.2739 0.4040 -0.4539
H 2.2320 -1.2168 0.0650
H 0.1509 -1.6580 -1.0328
H 1.3586 -0.8337 -2.0798
H -0.9835 -0.0441 -2.4831
H -1.0564 0.5385 -0.7351
H -0.3202 2.4687 -1.8341
H 0.3571 1.6603 -3.0227
H -0.5147 -1.1916 1.0316
H 0.5583 -1.8231 2.0955
H -0.6003 -0.7282 2.5358
H -3.3857 0.1633 1.0868
H -2.6337 0.6817 2.2637
O -2.4878 0.1781 1.4471
*
```

Löwdin population analysis, charges in e, atoms 1 to 6: -0.104, -0.164, -0.113, -0.136, 0.322, 0.193

Q) Formula: C4H15N2O
Source: the OMol25 dataset
Level of theory: ωB97M-V with the def2-TZVPD basis set

As for the LUMO energy (alpha / beta): -12.1 / -12.8 eV. The value obtained for the highest occupied orbital energy (alpha / beta) is -18.015 / -18.015 eV. The frontier orbital gap (alpha / beta) is 5.9 / 5.2 eV. Its expectation value of S² is 0.755.

The geometry in ORCA input format:
```
! RIJCOSX wB97M-V def2-TZVPD def2/J DEFGRID3
* xyz 2 2
C -1.8239 -0.9057 -1.2381
C -1.8816 0.1595 -0.1409
C -0.5546 0.2618 0.6915
C 0.5281 0.9084 -0.0570
N 2.9649 0.8163 1.0858
N -2.8777 -0.2538 0.8029
H -0.9797 -0.6659 -1.8887
H -2.6992 -0.9567 -1.8957
H -1.6962 -1.9184 -0.8455
H -2.2533 1.1020 -0.5391
H -0.2437 -0.7930 0.7825
H -0.6494 0.6260 1.7088
H 0.7115 1.9672 0.0691
H 0.6812 0.6082 -1.0863
H 3.1240 1.5147 1.8192
H 3.5018 1.0353 0.2424
H 1.9490 0.7519 0.9570
H -3.8719 -0.1964 0.5701
H -2.6641 -1.0127 1.4596
H 3.2413 -0.9896 -0.0871
H 2.3088 -0.9166 -1.3719
O 3.1845 -1.1424 -1.0385
*
```

Löwdin population analysis, charges in e, atoms 1 to 6: 0.021, -0.320, -0.124, 0.240, 0.171, 0.376

The most stable arrangement is P), and the next structure is 0.1767 hartree less stable.

P) Formula: C2H2OS
Source: the OMol25 dataset
Level of theory: ωB97M-V with the def2-TZVPD basis set

As for the LUMO energy (alpha / beta): -2.7 / -2.7 eV. The value obtained for the highest occupied orbital energy (alpha / beta) is -9.979 / -9.978 eV. The frontier orbital gap (alpha / beta) is 7.2 / 7.2 eV.

The geometry in ORCA input format:
```
! RIJCOSX wB97M-V def2-TZVPD def2/J DEFGRID3
* xyz 0 1
C 1.5323 -1.4501 0.8281
C 1.0598 -0.5935 0.1382
O -1.8833 1.3677 -0.3398
S -0.4351 1.4032 -1.0718
H 2.2603 -1.7971 1.4504
H -2.5341 1.0697 -1.0051
*
```

Löwdin charges, unit e, in atom order: -0.124, -0.132, -0.528, 0.775, -0.034, 0.043

Q) Formula: C2H2OS
Source: the OMol25 dataset
Level of theory: ωB97M-V with the def2-TZVPD basis set

As for the LUMO energy (alpha / beta): -0.4 / -0.4 eV. The value obtained for the highest occupied orbital energy (alpha / beta) is -7.466 / -7.482 eV. The frontier orbital gap (alpha / beta) is 7.1 / 7.1 eV.

The geometry in ORCA input format:
```
! RIJCOSX wB97M-V def2-TZVPD def2/J DEFGRID3
* xyz 0 1
C 1.0627 0.6144 0.0533
C -0.9756 -0.6268 0.0297
O 1.9528 -0.1266 -0.2356
S -2.2922 0.2329 -0.0114
H 0.9002 1.5647 0.4282
H -0.6478 -1.6586 -0.2642
*
```

Löwdin charges, unit e, in atom order: -0.048, -0.626, 0.029, 0.585, 0.051, 0.009

The most stable arrangement is Q), and the next structure is 0.0902 hartree less stable.

P) Formula: C4H9N3S
Source: the OMol25 dataset
Level of theory: ωB97M-V with the def2-TZVPD basis set

As for the LUMO energy: 0.6 eV. The value obtained for the highest occupied orbital energy is -8.925 eV. The frontier orbital gap is 9.5 eV. The SMILES is C/N=C\N=C/N(C)S.

The geometry in ORCA input format:
```
! RIJCOSX wB97M-V def2-TZVPD def2/J DEFGRID3
* xyz 0 1
C 0.4696 0.2696 2.4869
N 0.1002 -1.1345 2.1694
C 0.5365 -1.5391 1.0238
N 1.3646 -0.7865 0.2054
C 1.1583 0.1000 -0.6958
N -0.0197 0.5464 -1.2742
C -0.0152 1.8303 -1.9615
S -1.5899 -0.0639 -0.8772
H -0.0151 1.0204 1.8531
H 0.1776 0.4928 3.5466
H 1.5787 0.3227 2.2938
H 0.4482 -2.6193 0.8089
H 2.0102 0.5112 -1.1699
H 1.0103 2.2261 -2.2231
H -0.4645 2.5736 -1.3581
H -0.6033 1.6419 -2.8596
H -1.7150 0.5101 0.3181
*
```

Löwdin population analysis, charges in e, atoms 1 to 6: -0.158, -0.037, -0.323, 0.064, -0.243, -0.519

Q) Formula: C4H9N3S
Source: the OMol25 dataset
Level of theory: ωB97M-V with the def2-TZVPD basis set

As for the LUMO energy: 0.6 eV. The value obtained for the highest occupied orbital energy is -8.904 eV. The frontier orbital gap is 9.5 eV. The SMILES is CS/C(=N\N)N1CC1.

The geometry in ORCA input format:
```
! RIJCOSX wB97M-V def2-TZVPD def2/J DEFGRID3
* xyz 0 1
C 1.6627 -0.8263 -0.7672
S 0.1541 0.0703 -1.1733
C -0.5166 -0.1809 0.3484
N -1.1874 -1.1888 0.4634
N -0.8644 -2.1959 -0.7329
N -0.4985 0.7741 1.3659
C -0.3233 2.2260 0.8293
C 0.8267 1.5505 1.4158
H 1.6052 -2.0399 -0.7658
H 2.0249 -0.3481 0.1711
H 2.5820 -0.7439 -1.6139
H -1.0596 -1.6703 -1.6163
H -1.4802 -2.9408 -0.5821
H 0.0222 2.4987 -0.2008
H -0.9331 2.8069 1.4847
H 1.1128 1.4270 2.5876
H 1.6147 1.5448 0.6759
*
```

Löwdin population analysis, charges in e, atoms 1 to 6: -0.405, 0.902, -0.824, 0.064, -0.054, -0.009

The most stable arrangement is P), and the next structure is 0.1387 hartree less stable.

P) Formula: C4H10NS
Source: the OMol25 dataset
Level of theory: ωB97M-V with the def2-TZVPD basis set

As for the LUMO energy: 3.7 eV. The value obtained for the highest occupied orbital energy is -2.294 eV. The frontier orbital gap is 6.0 eV. The SMILES is CCNCC[S-].

The geometry in ORCA input format:
```
! RIJCOSX wB97M-V def2-TZVPD def2/J DEFGRID3
* xyz -1 1
C 0.6688 -0.2537 -2.3398
C 0.2147 -0.4880 -0.8636
N 0.7127 0.6574 -0.0355
C -0.3111 0.9810 1.0707
C -0.7484 -0.2518 1.8723
S -1.3625 0.3341 3.4834
H 1.4059 -1.0125 -2.5992
H 0.9665 0.7848 -2.4515
H -0.2111 -0.4607 -2.9617
H -0.8698 -0.5042 -0.8190
H 0.5885 -1.4727 -0.5435
H 1.3665 0.1929 0.5942
H 0.1398 1.8561 1.5369
H -1.1846 1.5160 0.6388
H -1.4554 -0.9073 1.3656
H 0.0795 -0.9714 2.0518
*
```

Löwdin population analysis, charges in e, atoms 1 to 6: -0.113, -0.303, -0.097, -0.357, -0.820, 0.053

Q) Formula: C4H10NS
Source: the OMol25 dataset
Level of theory: ωB97M-V with the def2-TZVPD basis set

As for the LUMO energy: 3.7 eV. The value obtained for the highest occupied orbital energy is -2.398 eV. The frontier orbital gap is 6.1 eV. The SMILES is CCNCC[S-].

The geometry in ORCA input format:
```
! RIJCOSX wB97M-V def2-TZVPD def2/J DEFGRID3
* xyz -1 1
C 0.8687 1.9842 1.0662
C 0.1585 0.6320 0.7597
N -0.3633 0.6420 -0.5289
C -0.9984 -0.7860 -0.5349
C -0.1013 -1.7528 -1.1762
S -0.9807 -3.4162 -1.1651
H 1.7500 2.1659 0.3999
H 0.1143 2.8034 1.1100
H 1.2853 1.8334 2.1063
H -0.4927 0.7732 1.6533
H 0.6795 -0.2332 0.9976
H 0.3694 0.4508 -1.2352
H -1.9052 -0.5901 -1.1694
H -1.2642 -1.0330 0.4912
H 0.8620 -2.0085 -0.5344
H 0.0180 -1.4650 -2.2402
*
```

Löwdin population analysis, charges in e, atoms 1 to 6: -0.127, -0.420, -0.076, -0.389, -0.777, 0.013

The most stable arrangement is P), and the next structure is 0.0253 hartree less stable.